Here is a 2-piece molecular cluster, C3H4ClN overall at a distorted geometry from the OMol25 dataset. Energies are from wB97M-V/def2-TZVPD.

The relative energy (zero: lowest compared OMol25 entry of this formula, charge and spin) is 5.087 eV. The LUMO energy (alpha / beta) is 0.80 / 0.57 eV. As for the largest force on an atom: 0.0934 hartree/bohr. The electronic energy comes out at -17182.648 eV. As for the gap between HOMO and LUMO (alpha / beta): 0.3053 / 0.2901 Ha.

Structure (XYZ):
```
9
Properties=species:S:1:pos:R:3:forces:R:3
C -0.47416 0.23946 -1.54748 -2.86 -0.10 -2.48
C 0.48602 0.02422 1.38462 -2.12 1.56 -2.49
C 0.39093 -0.57827 -1.10327 0.68 0.94 4.66
N -0.22003 0.93019 1.78384 0.41 -0.03 -0.39
Cl 1.22907 -1.94414 -1.34139 0.90 -1.11 -0.85
H -0.93208 0.06081 -2.54023 0.48 0.31 0.02
H -1.16888 0.78846 -0.92547 0.69 0.68 0.46
H 1.04715 -0.81546 1.55620 1.56 -1.71 1.19
H -0.35802 1.29473 2.73319 0.26 -0.54 -0.12
```
Forces are in eV/Å.